94
Properties=species:S:1:pos:R:3:lowdin_charge:R:1 method="wB97M-V/def2-TZVPD" e_homo_ha=-0.330 lumo_ev=0.456 max_force_ha_per_bohr=0.06223 total_energy_ev=-60368.4685
C -4.67 -4.28 -0.11 -0.11
C -3.19 -4.32 0.16 -0.26
C -2.30 -4.05 -1.05 -0.19
C -2.69 -2.91 -1.82 -0.27
N -2.95 -1.99 -2.46 0.17
H -4.94 -5.10 -0.81 0.10
H -5.02 -3.36 -0.51 0.06
H -5.21 -4.38 0.78 0.05
H -2.86 -5.25 0.55 0.10
H -3.00 -3.53 0.92 0.10
H -2.24 -4.93 -1.70 0.13
H -1.27 -3.75 -0.68 0.11
C 2.27 -2.51 5.22 -0.12
C 1.79 -1.44 4.25 -0.22
C 2.03 -1.99 2.78 -0.17
C 0.88 -2.67 2.22 -0.24
N 0.10 -3.41 1.78 0.16
H 2.17 -2.22 6.29 0.08
H 3.31 -2.75 5.01 0.07
H 1.79 -3.48 5.17 0.07
H 2.37 -0.54 4.40 0.10
H 0.74 -1.14 4.33 0.10
H 2.87 -2.66 2.78 0.11
H 2.33 -1.15 2.14 0.10
C 0.86 -1.47 -1.89 -0.25
S 0.66 -0.28 -0.56 0.86
O 1.02 1.07 -1.08 -0.57
C -1.15 -0.18 -0.48 -0.24
H 1.92 -1.36 -2.23 0.06
H 0.17 -1.28 -2.77 0.08
H 0.81 -2.46 -1.44 0.03
H -1.45 0.59 0.24 0.04
H -1.63 -1.11 -0.27 0.02
H -1.48 0.20 -1.47 0.05
C 2.13 2.12 -4.52 0.01
C 0.74 2.74 -4.40 -0.50
O 0.28 3.44 -5.34 -0.01
N 0.00 2.32 -3.35 0.01
C -1.42 2.52 -3.15 -0.07
H 2.01 1.31 -5.18 0.07
H 2.46 1.71 -3.59 0.05
H 2.87 2.77 -4.96 0.08
H 0.55 1.91 -2.63 0.04
H -1.78 3.44 -3.70 0.10
H -1.63 2.68 -2.09 0.07
H -2.04 1.77 -3.55 0.06
C 2.62 2.25 1.63 0.01
C 1.84 3.57 1.50 -0.57
O 1.90 4.48 2.30 0.04
N 1.12 3.74 0.37 0.00
C 0.33 4.93 0.12 -0.07
H 2.32 1.68 2.54 0.09
H 3.68 2.51 1.65 0.08
H 2.53 1.63 0.72 0.05
H 0.98 3.06 -0.31 0.06
H -0.09 4.83 -0.86 0.07
H 0.91 5.89 0.17 0.10
H -0.47 5.05 0.90 0.08
C 6.43 -4.18 -1.88 0.00
C 5.89 -2.77 -2.12 -0.52
O 5.26 -2.10 -1.29 0.02
N 6.10 -2.26 -3.39 -0.01
C 5.93 -0.84 -3.56 -0.10
H 5.99 -4.55 -0.95 0.08
H 7.56 -4.12 -1.78 0.11
H 6.33 -4.78 -2.73 0.05
H 6.34 -2.88 -4.17 0.14
H 5.57 -0.65 -4.57 0.08
H 6.80 -0.20 -3.41 0.09
H 5.15 -0.49 -2.89 0.07
C -4.86 4.31 0.86 0.01
C -4.54 2.86 1.13 -0.52
O -4.15 2.52 2.25 -0.02
N -4.81 1.94 0.17 0.01
C -4.76 0.51 0.32 -0.06
H -5.55 4.41 -0.02 0.10
H -3.87 4.83 0.79 0.10
H -5.38 4.68 1.75 0.09
H -5.09 2.38 -0.70 0.14
H -4.87 0.35 1.42 0.10
H -3.82 0.08 -0.02 0.05
H -5.56 -0.03 -0.20 0.09
C -2.30 -1.10 2.95 0.01
C -1.33 0.08 2.61 -0.53
O -0.15 -0.05 2.34 -0.03
N -1.90 1.33 2.80 0.02
C -1.03 2.52 2.61 -0.05
H -3.04 -0.82 3.70 0.07
H -1.83 -2.01 3.33 0.07
H -2.98 -1.25 2.07 0.06
H -2.92 1.39 2.91 0.09
H -0.56 2.61 1.62 0.06
H -0.27 2.57 3.40 0.10
H -1.63 3.43 2.68 0.08


17
Properties=species:S:1:pos:R:3:nbo_charge:R:1 method="wB97M-V/def2-TZVPD" charge=+1 e_homo_ha=-0.525 lumo_ev=-3.408 relative_energy_kj_mol=276.5 max_force_ha_per_bohr=0.11127 smiles="C=C1C[C@@]2(C)[NH2+][C@@H]12" total_energy_ev=-7863.4827
C -2.68 -0.19 -0.35 -0.27
C -1.37 0.06 -0.26 -0.08
C -0.57 1.24 0.42 -0.35
C 0.83 0.08 -0.04 0.17
C 2.17 0.42 -0.44 -0.67
N 0.60 -1.05 0.80 -0.57
C -0.24 -0.85 -0.47 -0.04
H -3.09 -1.05 -0.77 0.22
H -3.50 0.54 -0.03 0.23
H -0.74 2.10 -0.15 0.25
H -0.47 1.28 1.48 0.22
H 2.38 0.06 -1.36 0.24
H 2.97 0.14 0.27 0.24
H 2.14 1.53 -0.44 0.26
H 0.52 -0.74 1.78 0.45
H 1.25 -1.82 0.63 0.44
H -0.18 -1.75 -1.07 0.26


7
Properties=species:S:1:pos:R:3:nbo_charge:R:1 method="wB97M-V/def2-TZVPD" e_homo_ha="-0.311 / -0.299" lumo_ev="-1.447 / -1.437" relative_energy_kj_mol=183.3 max_force_ha_per_bohr=0.04671 total_energy_ev=-19340.1964
C -0.05 0.65 0.39 -0.47
C -1.35 0.91 -0.04 -0.15
C 0.68 -0.45 -0.04 -0.30
I -2.63 -0.65 -0.25 0.19
I 2.69 -0.72 -0.24 0.23
H 0.46 1.63 0.74 0.25
H 0.21 -1.38 -0.56 0.24


33
Properties=species:S:1:pos:R:3:nbo_charge:R:1 method="wB97M-V/def2-TZVPD" charge=-1 e_homo_ha=-0.154 lumo_ev=2.769 relative_energy_kj_mol=48.1 max_force_ha_per_bohr=0.03153 total_energy_ev=-91400.1943
Au -1.76 -0.22 0.33 0.49
Se -3.15 0.45 -1.48 -0.30
C -3.07 2.35 -1.52 -0.16
C -2.70 3.10 -0.41 -0.28
C -2.66 4.48 -0.49 -0.16
C -2.98 5.12 -1.68 -0.29
C -3.34 4.37 -2.79 -0.20
C -3.39 3.00 -2.71 -0.27
H -2.45 2.60 0.51 0.23
H -2.38 5.06 0.38 0.19
H -2.95 6.20 -1.74 0.20
H -3.56 4.87 -3.73 0.20
H -3.68 2.41 -3.57 0.21
C 0.00 -1.27 -2.95 -0.72
C 0.15 0.06 -2.25 0.59
O 0.31 0.10 -1.03 -0.57
C 0.02 1.31 -3.03 -0.19
C -0.02 2.51 -2.31 -0.14
C -0.12 3.71 -2.97 -0.21
C -0.19 3.74 -4.36 -0.20
C -0.17 2.56 -5.07 -0.25
C -0.07 1.34 -4.42 -0.13
H -0.02 -2.05 -2.19 0.25
H 0.81 -1.45 -3.64 0.22
H -0.94 -1.29 -3.49 0.24
H 0.02 2.45 -1.24 0.25
H -0.16 4.63 -2.41 0.22
H -0.26 4.69 -4.88 0.20
H -0.23 2.58 -6.15 0.20
H -0.05 0.43 -4.99 0.20
O 0.01 -2.61 3.12 -0.47
N -0.42 -2.19 2.05 0.28
O -0.83 -0.95 2.08 -0.64


6
Properties=species:S:1:pos:R:3:nbo_charge:R:1 method="wB97M-V/def2-TZVPD" e_homo_ha="-0.371 / -0.433" lumo_ev="-1.911 / -2.198" relative_energy_kj_mol=786.2 max_force_ha_per_bohr=0.05638 total_energy_ev=-6088.8633
C -0.98 -0.03 -0.10 -0.07
N -1.04 -1.42 -0.29 -0.04
N -1.43 -0.92 0.81 -0.01
O -3.24 0.63 -0.25 -0.39
H -0.05 0.45 0.02 0.20
H -2.16 0.47 -0.55 0.30


19
Properties=species:S:1:pos:R:3:nbo_charge:R:1 method="wB97M-V/def2-TZVPD" charge=-2 e_homo_ha=-0.030 lumo_ev=4.108 relative_energy_kj_mol=206.3 max_force_ha_per_bohr=0.09085 total_energy_ev=-6334.5653
Rb -35.27 11.40 25.49 0.98
B -37.67 14.36 23.52 -0.85
H -36.77 14.87 23.82 -0.04
H -37.34 13.55 22.88 -0.05
H -38.20 13.99 24.38 -0.03
H -38.36 15.01 23.01 -0.03
B -33.22 7.74 24.77 -0.85
H -32.91 8.03 23.78 -0.04
H -32.78 8.33 25.56 -0.04
H -34.30 7.79 24.74 -0.04
H -32.99 6.69 24.92 -0.02
C -34.71 13.19 30.56 -0.63
C -35.26 11.82 30.95 -0.05
O -35.79 11.15 29.83 -0.99
H -34.19 13.73 31.35 0.15
H -35.50 13.91 30.35 0.18
H -34.04 13.19 29.71 0.18
H -35.97 11.93 31.77 0.08
H -34.47 11.20 31.36 0.09